# 1
A structure of composition C57H56AlN9O3P2S, computed with wB97M-V/def2-TZVPD.

Geometry (Å):
Al 0.6272 -0.4660 -0.0813
O 2.2215 -0.2151 -0.8433
P 3.4100 0.7144 -1.0100
C 2.8421 2.4620 -0.8433
P 1.0063 2.5941 -0.7446
O 0.4343 1.3999 -0.0073
C 0.7591 4.1119 0.1771
C 1.0330 5.3288 -0.4377
C 0.9647 6.4922 0.3058
C 0.6271 6.4371 1.6513
C 0.3531 5.2207 2.2592
C 0.4218 4.0532 1.5205
C 0.2794 2.7997 -2.3707
C 0.9987 2.9076 -3.5527
C 0.3237 3.1856 -4.7302
C -1.0468 3.3947 -4.7158
C -1.7616 3.3063 -3.5294
C -1.1009 2.9961 -2.3567
C 4.1305 0.4077 -2.6349
C 5.5092 0.3576 -2.7990
C 6.0367 0.1090 -4.0524
C 5.1988 -0.0710 -5.1412
C 3.8226 -0.0235 -4.9780
C 3.2842 0.2059 -3.7244
C 4.5114 0.4936 0.4015
C 5.6277 1.3111 0.5679
C 6.4018 1.1853 1.7075
C 6.0586 0.2601 2.6837
C 4.9331 -0.5346 2.5282
C 4.1604 -0.4218 1.3864
H 3.2263 3.1070 -1.6333
H 3.2172 2.8284 0.1176
H 1.2895 5.3551 -1.4872
H 1.1954 7.4399 -0.1548
H 0.5926 7.3456 2.2337
H 0.1129 5.1796 3.3112
H 0.2195 3.0868 1.9584
H 2.0730 2.7879 -3.5575
H 0.8747 3.2592 -5.6562
H -1.5645 3.6321 -5.6307
H -2.8247 3.4800 -3.5221
H -1.6305 2.9175 -1.4151
H 6.1613 0.4989 -1.9526
H 7.1052 0.0648 -4.1808
H 5.6225 -0.2499 -6.1163
H 3.1719 -0.1664 -5.8271
H 2.2118 0.2273 -3.5869
H 5.8841 2.0469 -0.1826
H 7.2662 1.8190 1.8371
H 6.6663 0.1635 3.5702
H 4.6527 -1.2438 3.2935
H 3.2797 -1.0356 1.2598
S -1.3365 -0.9103 -1.0180
C -1.2353 -2.5520 -0.3689
N -2.3258 -3.2667 -0.5024
N -2.5159 -4.4696 -0.0756
C -1.8001 -5.2378 0.8499
C -1.6541 -6.6057 0.6330
C -0.9531 -7.3745 1.5450
C -0.4298 -6.7934 2.6891
C -0.6305 -5.4418 2.9325
C -1.3083 -4.6608 2.0186
N -0.1021 -3.0854 0.0726
N 0.9828 -2.4184 -0.0917
C 2.1554 -3.0888 0.2745
C 3.2876 -3.0307 -0.5405
C 4.4458 -3.6822 -0.1613
C 4.4993 -4.3858 1.0315
C 3.3722 -4.4596 1.8362
C 2.2039 -3.8267 1.4588
H -3.3032 -4.9289 -0.5276
H -2.0700 -7.0587 -0.2535
H -0.8234 -8.4314 1.3690
H 0.1228 -7.3906 3.3980
H -0.2682 -4.9986 3.8490
H -1.4813 -3.6099 2.2014
H 3.2400 -2.5004 -1.4784
H 5.3131 -3.6541 -0.8011
H 5.4105 -4.8813 1.3291
H 3.4038 -5.0271 2.7545
H 1.3182 -3.8773 2.0744
C -3.6817 1.8606 -6.3497
C -4.3760 1.8306 -5.0257
C -5.3650 2.7555 -4.7121
C -6.0740 2.6536 -3.5329
C -5.8131 1.6203 -2.6355
N -6.6723 1.5124 -1.5314
C -6.7812 0.5546 -0.5697
O -7.8398 0.2724 -0.0636
N -5.6052 -0.1042 -0.1525
C -4.5186 0.5162 0.4282
C -4.2210 1.8735 0.2862
C -3.1546 2.4028 0.9902
C -2.3980 1.5640 1.7900
N -2.6462 0.2651 1.9115
C -3.6748 -0.2356 1.2580
C -4.7776 0.7334 -2.9077
C -4.0784 0.8449 -4.0945
H -3.6870 2.8593 -6.7798
H -4.2014 1.1935 -7.0376
H -2.6567 1.5088 -6.2551
H -5.5935 3.5502 -5.4059
H -6.8636 3.3556 -3.3089
H -7.5571 1.9931 -1.6596
H -5.8241 -0.9965 0.2791
H -4.8322 2.5153 -0.3270
H -2.9430 3.4623 0.9459
H -1.5889 1.9444 2.3982
H -3.8685 -1.2912 1.4097
H -4.5349 -0.0670 -2.2310
H -3.2928 0.1361 -4.3054
N 0.6857 -0.5209 1.8479
C 0.3375 -0.5473 2.9630
N 0.0164 -0.5567 4.1879
C -1.2805 -0.0431 4.6384
C -1.7849 -0.8837 5.8118
C -1.3249 -2.3272 5.6330
C 0.1984 -2.4018 5.7915
C 0.8620 -1.1370 5.2229
H -1.9719 -0.0951 3.7905
H -1.1622 1.0043 4.9354
H -2.8722 -0.8246 5.8408
H -1.4059 -0.4966 6.7584
H -1.6227 -2.6728 4.6407
H -1.8057 -2.9745 6.3643
H 0.5867 -3.2900 5.2913
H 0.4557 -2.4757 6.8477
H 1.8478 -1.3594 4.8109
H 0.9763 -0.3782 6.0040

Total charge   +2
LUMO level (alpha / beta)   -0.2041 / -0.2054 Eh
ΔE to the lowest compared entry with this formula, charge and spin   0.0 kcal per mole
Gap between HOMO and LUMO (alpha / beta)   6.23 / 6.19 eV

Mulliken atomic charge list, values in e, 5 entries:
1. Al -0.60
2. O 0.37
3. P 1.50
4. C -1.56
5. P 0.94

=====

# 2
A structure of composition C57H56FeN6S3, computed with wB97M-V/def2-TZVPD.

Geometry (Å):
Fe 0.2157 -0.0849 -0.1249
S 0.2255 -0.2575 2.1074
C 1.7781 -0.0594 2.6500
N 2.1121 0.1268 3.9415
C 3.4804 0.4469 4.3178
C 4.4264 -0.3853 3.4997
N 4.1495 -0.1737 2.0867
C 5.3087 -0.1797 1.1984
C 6.0694 1.1207 1.2872
C 7.3757 1.1515 1.7582
C 8.0628 2.3561 1.8580
C 7.4411 3.5385 1.4897
C 6.1323 3.5151 1.0196
C 5.4488 2.3144 0.9181
C 2.8964 -0.0345 1.6351
S 2.5238 0.2110 0.0386
C 1.1182 0.1875 5.0121
C 1.2645 -0.9787 5.9596
C 0.9924 -2.2668 5.5023
C 1.1399 -3.3567 6.3437
C 1.5631 -3.1711 7.6559
C 1.8314 -1.8932 8.1192
C 1.6826 -0.8005 7.2712
H 3.6017 0.2292 5.3781
H 3.6800 1.5119 4.1537
H 4.3144 -1.4468 3.7450
H 5.4557 -0.0839 3.6915
H 4.9497 -0.3590 0.1876
H 5.9471 -1.0180 1.4886
H 7.8633 0.2251 2.0451
H 9.0820 2.3676 2.2240
H 7.9734 4.4784 1.5660
H 5.6446 4.4364 0.7254
H 4.4288 2.2961 0.5468
H 0.1338 0.1908 4.5540
H 1.2414 1.1339 5.5461
H 0.6559 -2.4031 4.4802
H 0.9171 -4.3532 5.9808
H 1.6767 -4.0227 8.3151
H 2.1562 -1.7424 9.1412
H 1.8884 0.2006 7.6365
C -1.7472 -4.3633 -4.0140
C -0.5083 -3.9281 -4.8071
C 0.7348 -4.5816 -4.1879
C -0.6612 -4.4349 -6.2421
C -0.3593 -2.4076 -4.7309
C -0.3435 -1.5963 -5.8732
C -0.2103 -0.2235 -5.7808
C -0.0724 0.3493 -4.5257
S 0.0490 2.0227 -4.1024
C 0.1229 1.5694 -2.4261
N 0.0725 0.2907 -2.1814
C -0.0702 -0.4347 -3.3666
C -0.2276 -1.8103 -3.4850
C 0.2067 2.5176 -1.3343
C 0.2455 3.8974 -1.5503
C 0.2924 4.7507 -0.4667
C 0.3009 4.1986 0.8154
C 0.2635 2.8263 1.0026
C 0.2029 1.9118 -0.0658
H -1.8454 -5.4530 -4.0360
H -2.6546 -3.9282 -4.4399
H -1.6815 -4.0513 -2.9707
H 0.6585 -5.6712 -4.2475
H 0.8395 -4.3060 -3.1336
H 1.6422 -4.2726 -4.7128
H -0.7865 -5.5200 -6.2316
H 0.2195 -4.2097 -6.8480
H -1.5376 -4.0024 -6.7302
H -0.4385 -2.0360 -6.8564
H -0.2102 0.3899 -6.6742
H -0.2113 -2.4058 -2.5899
H 0.2346 4.3027 -2.5590
H 0.3135 5.8238 -0.6074
H 0.3299 4.8579 1.6778
H 0.2623 2.4556 2.0243
C -0.4321 -7.1023 -1.1570
C -1.3314 -6.6406 -0.0450
C -2.1862 -7.5208 0.6073
C -3.0331 -7.0959 1.6207
C -3.0208 -5.7639 2.0053
C -2.1607 -4.8695 1.3875
C -1.3272 -5.2987 0.3563
N -0.4417 -4.4102 -0.2888
C -0.5900 -3.0278 -0.3346
N -1.8472 -2.6389 -0.5998
C -2.5026 -1.3819 -0.4130
C -1.7888 -0.2218 -0.0904
C -2.6177 0.8873 0.1644
C -3.9992 0.8617 0.0523
C -4.6407 -0.3063 -0.3307
C -3.8990 -1.4526 -0.5643
C -4.5978 -2.7297 -0.9635
N 0.4256 -2.2224 -0.2478
C 1.6387 -2.7847 0.2384
C 1.7193 -3.2398 1.5562
C 2.9025 -3.7369 2.0788
C 4.0362 -3.7833 1.2760
C 3.9554 -3.3441 -0.0365
C 2.7714 -2.8438 -0.5787
C 2.7288 -2.3766 -2.0062
H -0.6374 -8.1411 -1.4127
H 0.6256 -7.0358 -0.8806
H -0.5693 -6.4898 -2.0506
H -2.1935 -8.5611 0.3005
H -3.7000 -7.7998 2.1024
H -3.6711 -5.4149 2.7981
H -2.1417 -3.8311 1.6985
H 0.5029 -4.7361 -0.4081
H -2.4692 -3.4090 -0.7743
H -2.1605 1.8252 0.4521
H -4.5767 1.7579 0.2539
H -5.7192 -0.3370 -0.4448
H -5.6625 -2.5455 -1.0999
H -4.5009 -3.5175 -0.2067
H -4.2170 -3.1309 -1.9094
H 0.8242 -3.1947 2.1644
H 2.9365 -4.0815 3.1065
H 4.9709 -4.1703 1.6641
H 4.8355 -3.3838 -0.6706
H 3.7198 -2.0564 -2.3315
H 2.0339 -1.5448 -2.1259
H 2.3966 -3.1757 -2.6773

LUMO level   -0.0204 Eh
ΔE to the lowest compared entry with this formula, charge and spin   0.0 kcal per mole
Gap between HOMO and LUMO   6.26 eV

Mulliken atomic charge list, values in e, 5 entries:
1. Fe -0.23
2. S -0.75
3. C 0.27
4. N 0.56
5. C -0.78

=====

E_tot? In order: -4247.32240; -4992.55284 Eh.